(1)
This record from the Open Molecules 2025 dataset describes C4H10S2 in the gas phase in a non-equilibrium geometry. The level of theory is ωB97M-V/def2-TZVPD.

energy above the lowest of the compared OMol25 structures with the same formula, charge and spin: 111.72 kJ/mol
E_HOMO: -0.3201 Eh
SMILES: CCCSSC
max |F|: 3.48 eV/Å
HOMO-LUMO gap: 8.42 eV

Structure (XYZ):
```
16
C4H10S2, DFT ωB97M-V/def2-TZVPD
S -0.219 0.263 -2.009
S -2.204 0.132 -0.686
C -2.006 1.648 0.229
C 0.859 0.472 -0.570
C 0.798 -0.539 0.546
C 1.101 -2.012 0.126
H -2.401 2.551 -0.244
H -0.149 -0.485 1.093
H 1.559 -2.576 0.927
H 0.214 -2.493 -0.286
H 1.821 0.400 -1.099
H -0.967 1.784 0.516
H -2.628 1.506 1.124
H 1.626 -0.271 1.219
H 0.912 1.458 -0.103
H 1.683 -1.838 -0.784
```

In elementary charge units, the Mulliken charges are: -0.0768, -0.1096, -0.6177, -1.1452, -0.0573, -1.1317, 0.2775, 0.2725, 0.3392, 0.2982, 0.4566, 0.1416, 0.2935, 0.3224, 0.4501, 0.2867

***

(2)
This record from the Open Molecules 2025 dataset describes 2 unconnected molecules or ions with the total composition C4H10S2 in a non-equilibrium geometry. The level of theory is ωB97M-V/def2-TZVPD.

energy above the lowest of the compared OMol25 structures with the same formula, charge and spin: 273.90 kJ/mol
E_HOMO: -0.2951 Eh
SMILES: C=CC.CSS
max |F|: 5.97 eV/Å
HOMO-LUMO gap: 8.60 eV

Structure (XYZ):
```
16
C4H10S2, DFT ωB97M-V/def2-TZVPD
S 1.273 -1.213 -0.580
S 2.685 0.058 -1.319
C -2.694 -0.167 0.438
C -1.563 0.061 -0.373
C 2.000 -1.144 1.162
C -0.689 1.271 -0.273
H -1.467 2.094 -0.169
H 2.176 0.513 -2.459
H 3.123 -1.431 1.025
H -0.193 1.567 -1.172
H 1.916 -0.186 1.506
H -1.559 -0.576 -1.325
H 1.353 -1.917 1.612
H -3.309 -1.000 0.435
H -0.023 1.396 0.595
H -3.029 0.674 0.896
```

In elementary charge units, the Mulliken charges are: -0.0116, -0.2261, -0.9935, 0.2726, -0.8239, -1.0135, 0.3689, 0.1343, 0.3074, 0.2638, 0.3144, 0.3021, 0.2898, 0.3142, 0.2067, 0.2945

***

(3)
This record from the Open Molecules 2025 dataset describes 2 unconnected molecules or ions with the total composition C4H10S2 in a non-equilibrium geometry. The level of theory is ωB97M-V/def2-TZVPD.

energy above the lowest of the compared OMol25 structures with the same formula, charge and spin: 181.27 kJ/mol
E_HOMO (alpha / beta): -0.5091 / -0.4930 Eh
spin multiplicity: 2
charge: +1
max |F|: 1.03 eV/Å
HOMO-LUMO gap (alpha / beta): 9.29 / 4.75 eV

Structure (XYZ):
```
16
C4H10S2, DFT ωB97M-V/def2-TZVPD
S 1.104 -2.306 1.859
S -0.665 -1.284 1.790
C -1.523 0.371 -1.547
C 0.959 0.597 -1.275
C -0.218 0.373 2.202
C -0.293 -0.143 -1.639
H -2.461 -0.147 -1.712
H 0.760 0.360 2.668
H 0.711 1.593 -0.941
H -1.684 1.437 -1.380
H -0.021 0.868 1.243
H -0.944 0.949 2.771
H 1.500 0.072 -0.470
H 1.318 -2.197 0.530
H -0.201 -1.168 -1.988
H 1.656 0.624 -2.110
```

In elementary charge units, the Mulliken charges are: -0.0509, 0.3305, -0.7020, -0.9125, -0.5501, 0.0436, 0.2976, 0.3863, 0.3254, 0.2606, 0.1090, 0.3703, 0.1470, 0.2265, 0.3770, 0.3417

***

(4)
This record from the Open Molecules 2025 dataset describes 2 unconnected molecules or ions with the total composition C4H10SSi in a non-equilibrium geometry. The level of theory is ωB97M-V/def2-TZVPD.

energy above the lowest of the compared OMol25 structures with the same formula, charge and spin: 259.06 kJ/mol
E_HOMO: -0.3790 Eh
max |F|: 2.54 eV/Å
HOMO-LUMO gap: 10.08 eV

Structure (XYZ):
```
16
C4H10SSi, DFT ωB97M-V/def2-TZVPD
S 3.487 0.559 1.032
Si -0.164 -0.105 -0.378
C -2.016 -0.422 -0.958
C 0.397 1.678 -0.268
C 3.125 -0.506 0.035
C 0.038 -1.075 1.247
H -2.288 0.274 -1.718
H -0.021 -2.196 1.117
H 0.567 -0.743 -1.477
H 1.450 1.715 -0.248
H -0.001 2.050 0.667
H -2.892 -0.397 -0.225
H 0.163 2.371 -1.022
H 1.039 -0.824 1.590
H -0.728 -0.983 2.072
H -2.157 -1.398 -1.466
```

In elementary charge units, the Mulliken charges are: -0.0682, 0.2873, -1.0768, -0.9164, 0.0348, -0.7626, 0.3297, 0.2938, -0.0974, 0.1940, 0.3107, 0.3070, 0.4182, 0.1160, 0.3335, 0.2963

***

(5)
This record from the Open Molecules 2025 dataset describes 2 unconnected molecules or ions with the total composition C4H10Si in a non-equilibrium geometry. The level of theory is ωB97M-V/def2-TZVPD.

energy above the lowest of the compared OMol25 structures with the same formula, charge and spin: 227.00 kJ/mol
E_HOMO: -0.3161 Eh
max |F|: 3.35 eV/Å
HOMO-LUMO gap: 9.44 eV

Structure (XYZ):
```
15
C4H10Si, DFT ωB97M-V/def2-TZVPD
Si 0.112 1.472 1.272
C -1.117 0.775 -0.003
C 1.011 0.327 -1.482
C 0.277 -1.786 0.504
C 0.355 0.168 -0.130
H 0.651 2.806 1.215
H 0.360 0.838 2.518
H -1.397 1.311 -0.924
H 2.135 0.292 -1.421
H 0.674 -2.444 -0.307
H 0.894 -1.928 1.450
H -0.775 -2.089 0.681
H 0.494 -0.459 -2.144
H -1.831 0.077 0.269
H 0.527 1.200 -1.849
```

In elementary charge units, the Mulliken charges are: 0.3778, -1.0926, -1.1695, -0.8720, 0.5831, -0.1057, -0.1034, 0.3001, 0.2655, 0.2828, 0.2608, 0.2720, 0.2928, 0.3156, 0.3927

***

(6)
This record from the Open Molecules 2025 dataset describes C4H10Si in the gas phase in a non-equilibrium geometry. The level of theory is ωB97M-V/def2-TZVPD.

energy above the lowest of the compared OMol25 structures with the same formula, charge and spin: 65.35 kJ/mol
E_HOMO: -0.3523 Eh
SMILES: C=CC[SiH2]C
max |F|: 3.77 eV/Å
HOMO-LUMO gap: 10.71 eV

Structure (XYZ):
```
15
C4H10Si, DFT ωB97M-V/def2-TZVPD
Si 1.296 -0.801 0.229
C -2.316 0.579 -0.028
C 1.572 1.044 -0.244
C -0.525 -1.236 -0.229
C -1.143 0.088 0.502
H 0.662 1.636 0.086
H -2.550 1.609 0.231
H -0.429 0.588 1.188
H 2.479 1.622 0.104
H 2.293 -1.816 -0.356
H -0.909 -2.265 0.156
H 1.666 1.359 -1.372
H -0.772 -1.186 -1.316
H 1.506 -1.013 1.668
H -2.830 -0.208 -0.618
```

In elementary charge units, the Mulliken charges are: 0.3671, -0.8259, -0.9205, -0.6655, -0.2824, 0.2338, 0.2842, 0.5259, 0.3495, -0.1903, 0.3017, 0.2801, 0.3769, -0.1090, 0.2744

***

(7)
This record from the Open Molecules 2025 dataset describes C4H10Si in the gas phase in a non-equilibrium geometry. The level of theory is ωB97M-V/def2-TZVPD.

energy above the lowest of the compared OMol25 structures with the same formula, charge and spin: 28.72 kJ/mol
E_HOMO (alpha / beta): -0.2285 / -0.3838 Eh
spin multiplicity: 3
max |F|: 4.54 eV/Å
HOMO-LUMO gap (alpha / beta): 7.38 / 9.16 eV

Structure (XYZ):
```
15
C4H10Si, DFT ωB97M-V/def2-TZVPD
Si 1.107 -0.705 -0.018
C -0.663 -1.292 0.052
C -1.573 -0.367 -0.820
C 1.688 1.072 0.255
C -1.781 0.415 0.437
H 1.760 -1.580 0.940
H 1.010 1.207 1.073
H 1.408 1.698 -0.485
H -2.175 -0.116 1.269
H -1.044 1.210 0.486
H 1.440 -1.033 -1.481
H 2.701 1.349 0.336
H -1.024 -2.039 0.675
H -2.455 -0.817 -1.152
H -1.129 0.141 -1.710
```

In elementary charge units, the Mulliken charges are: 0.4483, -0.7339, -0.2892, -1.0604, -1.0280, -0.2105, 0.2442, 0.3675, 0.4187, 0.4560, -0.1192, 0.3901, 0.5752, 0.3129, 0.2285

***

(8)
This record from the Open Molecules 2025 dataset describes C4H11BN2 in the gas phase in a non-equilibrium geometry. The level of theory is ωB97M-V/def2-TZVPD.

energy above the lowest of the compared OMol25 structures with the same formula, charge and spin: 110.59 kJ/mol
E_HOMO: -0.3221 Eh
SMILES: NB1CCCCN1
max |F|: 4.02 eV/Å
HOMO-LUMO gap: 9.44 eV

Structure (XYZ):
```
18
C4H11BN2, DFT ωB97M-V/def2-TZVPD
N 2.605 0.015 -0.169
N 0.562 -1.262 0.079
C -1.604 -0.208 -0.431
C -0.886 -1.457 0.203
C -1.132 1.060 0.202
C 0.375 1.304 0.111
B 1.199 -0.013 -0.043
H -2.731 -0.147 -0.411
H 3.096 -0.894 0.003
H -1.412 1.157 1.237
H -1.791 1.929 -0.232
H -1.241 -1.497 1.193
H 0.672 2.032 -0.658
H 1.060 -2.203 -0.068
H -1.503 -0.164 -1.493
H 3.426 0.666 -0.113
H 0.696 1.962 0.857
H -1.391 -2.280 -0.266
```

In elementary charge units, the Mulliken charges are: -0.4674, -0.2794, -0.7626, -0.4472, -0.5505, -0.8042, 0.0484, 0.3285, 0.1785, 0.2654, 0.2805, 0.2541, 0.3502, 0.2410, 0.3372, 0.2258, 0.4752, 0.3264

***

(9)
This record from the Open Molecules 2025 dataset describes a molecular structure, C4H11BaO4 in a non-equilibrium geometry. The level of theory is ωB97M-V/def2-TZVPD.

E_HOMO: -0.4152 Eh
charge: +1
max |F|: 4.63 eV/Å
HOMO-LUMO gap: 7.63 eV

Structure (XYZ):
```
20
C4H11BaO4, DFT ωB97M-V/def2-TZVPD
Ba 0.579 1.216 -0.869
O 3.120 0.468 -0.827
O 2.837 1.853 -0.445
O -1.455 1.941 -0.027
O -0.989 -0.604 -0.187
C -2.337 1.109 0.740
C -0.808 -1.965 -0.577
C -2.348 -0.249 0.080
C 3.886 -0.147 0.185
H -2.801 -0.988 0.754
H -2.907 -0.239 -0.867
H -1.052 -2.622 0.268
H 3.241 -0.688 0.895
H -1.485 2.874 0.260
H -1.458 -2.199 -1.431
H 4.558 -0.851 -0.325
H -3.349 1.531 0.743
H 4.479 0.610 0.716
H -1.953 1.042 1.768
H 0.243 -2.090 -0.853
```

In elementary charge units, the Mulliken charges are: 1.7817, -0.3033, -0.6948, -0.5824, -0.3694, -0.4098, -0.7590, -0.4679, -0.5101, 0.3851, 0.3621, 0.2919, 0.2221, 0.3081, 0.3250, 0.2347, 0.3279, 0.2386, 0.3305, 0.2889

***

(10)
This record from the Open Molecules 2025 dataset describes a molecular structure, C4H11Br2N3O2 in a non-equilibrium geometry. The level of theory is ωB97M-V/def2-TZVPD.

energy above the lowest of the compared OMol25 structures with the same formula, charge and spin: 165.08 kJ/mol
E_HOMO (alpha / beta): -0.2925 / -0.3241 Eh
max |F|: 3.23 eV/Å
HOMO-LUMO gap (alpha / beta): 6.46 / 7.77 eV

Structure (XYZ):
```
22
C4H11Br2N3O2, DFT ωB97M-V/def2-TZVPD
Br -1.697 -0.088 2.393
Br 0.947 -1.667 -2.392
O -0.163 -3.753 -0.676
O -1.707 -0.777 -1.231
N -0.589 -2.754 -1.171
N -0.300 1.195 0.073
N -0.343 -1.028 0.638
C 0.341 2.329 -0.707
C 1.465 0.371 1.647
C -1.167 -1.567 -0.305
C 0.557 0.050 0.407
H -1.851 -2.185 0.184
H 1.111 2.739 -0.117
H 0.870 0.616 2.662
H 1.226 -0.353 -0.431
H -0.687 1.523 1.045
H 2.107 1.149 1.226
H 0.620 1.919 -1.678
H -1.338 -1.044 -2.071
H 2.101 -0.472 1.991
H -1.075 0.836 -0.470
H -0.428 2.961 -1.017
```

In elementary charge units, the Mulliken charges are: -0.3384, -0.3720, -0.3041, -0.5179, 0.0801, 0.0797, -0.4313, -0.9639, -1.1670, 0.0447, 0.0460, 0.5751, 0.3489, 0.1805, -0.0198, 0.3849, 0.3967, 0.3384, 0.4026, 0.3695, 0.4668, 0.4004

***

Which of these has the lowest max |F|?
number 3

***

Look up the max |F| of the third one.
1.03 eV/Å

***

The highest max |F| belongs to which entry?
number 2